Record 1
104
Properties=species:S:1:pos:R:3:forces:R:3 method="wB97M-V/def2-TZVPD" spin_multiplicity=2 charge=+2 total_energy_ha=-2383.87503
Ru -0.45050 0.42535 0.72531 -1.879 -1.799 0.441
O -2.34214 -3.53620 4.16944 -1.456 2.932 0.291
C -1.44581 -4.19023 3.52275 1.851 -1.459 -1.282
C -1.24580 -5.58075 3.85058 -0.570 1.868 -0.119
C -0.30864 -6.29411 3.17610 0.840 0.360 -1.044
C 0.45723 -5.66867 2.15731 -0.082 0.730 -0.207
C 0.27321 -4.30928 1.82968 1.309 -2.498 -0.379
C -0.65004 -3.55489 2.48402 -1.687 0.571 1.447
C -0.83850 -2.12546 2.11491 -0.395 -3.384 1.589
O -0.10188 -1.65301 1.21511 1.166 2.271 -2.093
N -1.78164 -1.51132 2.78117 0.150 2.023 -0.954
N -1.81428 -0.18941 2.36321 1.352 -0.527 -0.548
C -2.66162 0.57808 2.89700 -0.528 1.086 0.232
C -2.66837 1.99565 2.53349 -0.063 -0.620 0.119
C -3.55235 2.85199 3.15213 -0.263 0.183 0.174
C -3.54460 4.19625 2.80683 -0.152 -0.002 0.161
C -2.64527 4.61632 1.85226 0.131 0.013 -0.131
C -1.77983 3.68424 1.29153 -0.064 0.006 0.252
N -1.77819 2.38841 1.60832 0.664 0.193 -0.528
H -2.33410 -2.54220 3.76892 -0.292 -2.037 1.116
H -1.85993 -6.00975 4.63223 0.011 0.080 -0.036
H -0.14993 -7.33997 3.40686 0.044 0.034 -0.041
H 1.19464 -6.24922 1.61572 -0.048 0.063 0.053
H 0.86182 -3.83995 1.04891 0.059 -0.192 0.013
H -3.35943 0.20298 3.64053 0.042 -0.063 -0.036
H -4.23833 2.46602 3.89763 0.058 0.045 -0.056
H -4.22046 4.89490 3.28426 0.005 -0.050 -0.043
H -2.59754 5.65010 1.53513 0.038 -0.053 0.031
H -1.05127 4.00900 0.57507 0.058 0.062 -0.130
C -3.27427 -3.19381 -0.30526 0.183 -0.020 0.087
C -3.52730 -1.77494 -0.80919 0.053 -0.164 0.122
C -4.42908 -1.80734 -2.05415 0.060 0.101 -0.191
C -2.26973 -1.01098 -1.14731 -0.533 -0.250 0.145
C -1.21704 -1.59570 -1.85180 0.287 -0.350 -0.093
C -0.12388 -0.86877 -2.24449 0.050 -0.365 -0.589
C 0.81166 -1.50837 -3.26171 -0.127 -0.056 0.039
C 1.08994 -3.00112 -3.01007 -0.057 -0.004 0.029
C 0.16330 -1.36081 -4.65317 -0.066 0.094 -0.046
C -0.02632 0.53116 -1.87205 0.932 -0.177 0.885
C -1.18368 1.18654 -1.42012 -0.636 0.167 0.119
C -2.24294 0.36930 -0.96380 -0.073 0.439 0.264
C -1.56947 2.62586 -1.73048 0.309 0.341 0.089
C -0.49236 3.72116 -1.70895 -0.046 0.026 -0.118
C -2.24406 2.60739 -3.11203 0.021 -0.111 -0.095
C 1.21252 1.34789 -2.11988 0.140 -0.125 -0.037
C 1.49908 1.80478 -3.40286 -0.020 -0.170 -0.069
C 2.55203 2.67604 -3.63627 0.021 0.047 0.002
C 3.31965 3.13333 -2.57401 -0.025 -0.060 -0.013
C 3.08201 2.64171 -1.29899 0.010 0.046 0.172
C 2.05446 1.72822 -1.05597 -0.080 -0.246 -0.345
P 1.94141 0.81358 0.52165 -0.111 1.244 0.464
C 3.23273 -0.52131 0.38919 -0.480 -0.594 0.306
C 2.84281 -1.37975 -0.80709 0.003 -0.127 -0.027
C 4.65467 -0.00938 0.16171 0.073 0.077 -0.119
C 3.14565 -1.38320 1.66136 -0.008 0.015 0.099
C 2.30811 1.97236 1.96902 -0.230 0.040 0.033
C 1.65209 3.32035 1.62981 0.181 0.034 0.082
C 1.61296 1.37159 3.20618 0.279 -0.033 0.078
C 3.77714 2.20842 2.33088 0.057 -0.010 -0.077
H -4.21768 -3.65269 -0.00546 0.055 0.038 -0.024
H -2.60192 -3.20466 0.55658 -0.092 -0.062 -0.079
H -2.83832 -3.82388 -1.08519 -0.047 0.022 0.058
H -4.05363 -1.21708 -0.02982 0.032 0.077 0.022
H -3.97664 -2.42661 -2.83510 -0.049 0.060 0.061
H -4.58873 -0.80735 -2.46331 -0.038 -0.033 0.002
H -5.40323 -2.23325 -1.80581 0.118 0.011 0.031
H -1.27944 -2.64112 -2.13688 -0.009 0.119 0.085
H 1.74462 -0.95763 -3.28208 0.128 0.070 0.035
H 0.30069 -3.62319 -3.44301 0.078 0.064 0.049
H 1.16191 -3.24752 -1.95054 0.022 -0.003 -0.051
H 2.02678 -3.29360 -3.48902 -0.099 0.050 0.002
H -0.79771 -1.88299 -4.68126 0.095 0.041 -0.012
H 0.81308 -1.79961 -5.41646 -0.064 0.050 0.140
H -0.01433 -0.31684 -4.92171 -0.014 -0.072 -0.007
H -3.15922 0.85179 -0.63686 0.050 0.046 0.097
H -2.34066 2.88661 -1.00629 -0.025 0.024 0.038
H 0.20293 3.63607 -0.87409 -0.017 0.005 -0.064
H -0.98705 4.69541 -1.64984 0.028 -0.092 -0.016
H 0.10586 3.72242 -2.62274 -0.136 0.020 0.146
H -1.56289 2.20179 -3.86793 -0.071 0.070 0.046
H -2.50925 3.62366 -3.40986 0.007 -0.065 0.038
H -3.15340 2.00268 -3.11228 0.061 0.013 -0.015
H 0.86984 1.49851 -4.22964 0.023 0.035 0.018
H 2.75432 3.01909 -4.64438 -0.032 -0.006 0.076
H 4.11437 3.85062 -2.74141 -0.039 -0.068 0.031
H 3.70056 2.98381 -0.47769 0.045 -0.091 -0.103
H 3.00134 -0.84685 -1.74415 0.035 -0.012 0.051
H 1.80148 -1.69379 -0.74110 0.018 -0.067 0.046
H 3.47002 -2.27785 -0.81996 -0.081 0.105 0.006
H 4.73885 0.58574 -0.74941 -0.021 -0.004 0.035
H 5.28484 -0.89548 0.02367 -0.087 0.087 0.017
H 5.06306 0.55193 0.99339 0.013 -0.029 -0.015
H 2.12477 -1.73868 1.83333 0.178 0.010 -0.026
H 3.48551 -0.85036 2.55101 0.038 -0.021 -0.069
H 3.79238 -2.25677 1.53757 -0.039 0.080 -0.001
H 0.69783 3.18763 1.13176 -0.105 -0.059 0.014
H 2.28608 3.92456 0.97957 -0.050 -0.002 0.056
H 1.47107 3.88264 2.55131 0.071 -0.058 -0.069
H 0.54072 1.29161 3.08035 -0.379 0.034 -0.074
H 1.78749 2.03323 4.06121 0.026 -0.088 -0.093
H 1.99231 0.38081 3.45954 0.008 0.066 0.025
H 4.35339 2.64161 1.51240 0.000 -0.044 0.058
H 4.27715 1.30390 2.67551 -0.061 0.052 0.018
H 3.80239 2.92264 3.15954 -0.043 -0.023 -0.070

***

Record 2
144
Properties=species:S:1:pos:R:3:forces:R:3 method="wB97M-V/def2-TZVPD" charge=0 total_energy_ha=-11128.60429
C 3.05886 -1.98499 -0.18506 0.555 -0.676 -0.683
C 2.58487 -2.45906 -1.54534 1.248 0.832 1.225
Br 4.00668 -2.78698 -2.80844 -0.434 0.009 0.385
C 1.32721 -2.63596 -1.84435 -0.941 -0.586 -1.325
Br -0.02043 -2.24556 -0.53073 0.250 -0.316 -0.576
C 0.82743 -3.15108 -3.18691 -1.103 0.939 0.496
O 0.35560 -4.47904 -3.13739 0.628 0.359 -0.265
C 1.34096 -5.43214 -2.79032 -0.519 -1.963 0.306
C 1.52836 -6.48325 -3.92220 1.174 1.252 -0.019
C 2.79788 -6.08303 -4.73126 0.384 -0.018 -0.076
C 4.05572 -6.78266 -4.18043 -0.666 0.458 -0.442
I 5.87022 -5.81668 -4.86226 -0.337 -0.309 0.126
C 0.88736 -6.07740 -1.47184 0.061 1.693 0.076
O -0.45867 -6.51458 -1.57471 0.422 -0.681 0.389
C -0.90615 -6.98328 -0.34197 0.240 -0.431 -0.488
I -2.38379 -5.65332 0.53260 0.281 -0.235 -0.035
H 2.36239 -1.29794 0.28465 0.056 0.067 -0.132
H 3.14199 -2.88089 0.44111 0.071 0.198 0.136
H 4.05292 -1.55586 -0.30278 -0.107 0.149 0.289
H -0.04819 -2.53557 -3.42103 -0.008 -0.221 -0.122
H 1.54197 -2.95557 -3.99121 0.248 -0.310 0.249
H 2.33073 -5.01253 -2.59129 -0.170 0.337 0.048
H 1.73685 -7.45800 -3.47357 -0.519 -0.125 -0.177
H 0.67148 -6.46272 -4.59232 -0.157 -0.344 0.272
H 2.68473 -6.29811 -5.79568 0.057 -0.060 0.083
H 2.99653 -5.01038 -4.66052 -0.386 0.040 -0.078
H 4.05772 -7.80912 -4.54029 0.367 -0.046 0.311
H 4.07453 -6.70850 -3.09404 0.187 -0.209 -0.053
H 1.58781 -6.84360 -1.11286 -0.222 -0.222 -0.305
H 0.90791 -5.25877 -0.72898 0.037 -0.192 0.029
H -1.35348 -7.96876 -0.47079 -0.440 0.287 0.028
H -0.07392 -7.10721 0.35283 -0.235 0.318 0.236
C -0.10778 -1.01468 2.84181 -0.740 -0.240 0.594
C -1.55269 -1.46015 2.75244 0.355 0.154 -0.572
O -2.01840 -2.00036 4.01101 -0.249 -0.122 0.263
C -2.40586 -1.12714 4.92613 0.342 0.013 -0.893
O -2.39394 0.06366 4.81165 -0.225 0.136 0.377
C -2.92466 -1.87050 6.16236 -0.229 -0.603 0.839
F -2.12540 -2.88598 6.51267 0.080 0.180 -0.175
F -4.14259 -2.38778 5.93912 0.073 0.199 -0.229
F -3.02547 -1.06222 7.22484 0.030 0.111 -0.375
H 0.52073 -1.83261 3.19625 -0.007 -0.060 -0.142
H 0.24444 -0.69346 1.87237 -0.219 -0.064 -0.149
H 0.00546 -0.19301 3.54602 -0.117 0.071 -0.041
H -1.65160 -2.26748 2.02715 -0.118 -0.178 0.249
H -2.20044 -0.64760 2.42217 -0.074 0.040 0.237
C -2.24134 0.78891 9.78988 0.268 0.157 0.322
C -3.22275 1.89968 9.48838 -0.029 -0.593 -0.409
O -3.23056 2.88315 10.54230 -0.166 0.250 0.182
C -2.27040 3.79237 10.49663 -0.188 -0.554 -0.472
O -1.41185 3.86133 9.66822 0.231 0.361 0.105
C -2.44036 4.79001 11.64849 0.061 0.566 0.742
F -2.71312 4.17494 12.80604 0.029 -0.086 -0.187
F -3.44780 5.64091 11.39650 0.053 -0.163 -0.174
F -1.33453 5.51875 11.83205 -0.098 -0.208 -0.238
H -2.45159 0.34723 10.76517 -0.106 -0.036 -0.051
H -2.29932 0.01350 9.03269 -0.029 0.021 -0.005
H -1.21840 1.16516 9.82101 -0.022 0.027 -0.106
H -4.23385 1.50005 9.43951 -0.062 0.179 0.222
H -3.01372 2.36974 8.52779 0.124 0.170 0.129
C -3.25850 3.09188 3.37803 0.091 0.172 -0.242
C -4.50784 2.25647 3.19556 0.452 -0.044 0.619
O -5.29786 2.75419 2.09904 -0.313 -0.005 -0.271
C -4.92066 2.36014 0.88972 0.208 -0.152 0.781
O -3.99756 1.64183 0.64637 -0.003 -0.045 -0.406
C -5.87707 2.92711 -0.16625 -0.469 0.423 -0.676
F -6.15259 4.22097 0.05381 0.122 -0.160 0.117
F -7.04365 2.26054 -0.15898 0.189 -0.058 0.168
F -5.36521 2.82962 -1.39357 0.114 -0.119 0.238
H -3.51750 4.14538 3.49710 -0.058 -0.035 0.095
H -2.70165 2.76277 4.25456 -0.047 -0.066 -0.014
H -2.60610 3.01784 2.50725 0.017 -0.109 0.040
H -5.13251 2.32765 4.08406 -0.225 0.107 -0.190
H -4.27055 1.20336 3.05091 -0.003 0.049 -0.221
C 1.36442 8.26848 8.03649 0.050 0.138 -0.324
C 0.11666 7.42041 7.90929 0.360 -0.007 0.576
O -0.64869 7.80171 6.74787 -0.250 0.008 -0.203
C -0.24952 7.29129 5.59390 0.163 -0.081 0.741
O 0.67825 6.55396 5.43781 0.056 -0.078 -0.411
C -1.18449 7.74880 4.46808 -0.503 0.345 -0.749
F -1.46423 9.05672 4.55187 0.130 -0.153 0.136
F -2.35127 7.08332 4.51748 0.213 -0.039 0.173
F -0.64683 7.52955 3.26642 0.112 -0.103 0.269
H 1.10774 9.32894 8.04052 -0.040 -0.032 0.117
H 1.89430 8.02962 8.95803 -0.048 -0.025 0.008
H 2.03949 8.10324 7.19618 0.014 -0.096 0.053
H -0.53236 7.58251 8.76612 -0.222 0.087 -0.162
H 0.35175 6.35885 7.87939 -0.019 -0.040 -0.233
C 3.47207 4.69318 4.47870 0.126 -0.343 0.058
C 2.50374 4.61521 3.31814 0.004 0.593 0.391
O 2.70860 3.39989 2.56361 -0.058 -0.323 -0.272
C 2.13828 2.30263 3.03488 -0.022 0.945 0.246
O 1.47418 2.21903 4.02625 -0.070 -0.433 -0.048
C 2.41167 1.13286 2.08382 0.379 -0.780 -0.550
F 3.68934 1.09418 1.68040 -0.056 0.156 0.168
F 1.65519 1.22351 0.97591 -0.092 0.184 0.172
F 2.14004 -0.04885 2.65133 0.846 0.687 0.125
H 4.50019 4.58838 4.12636 -0.020 0.118 -0.059
H 3.37108 5.64511 4.99767 -0.064 0.014 -0.059
H 3.29398 3.88903 5.19344 -0.097 0.056 0.031
H 2.68475 5.43735 2.63219 0.057 -0.268 -0.264
H 1.47022 4.69406 3.65058 -0.006 -0.268 0.030
C -0.22925 -3.44605 -10.03919 0.301 0.137 0.122
C 0.03976 -4.93417 -10.11751 -0.259 0.322 0.281
O 1.45855 -5.19713 -10.15490 0.321 -0.164 0.073
C 2.08176 -5.19751 -8.98555 -0.748 0.051 -0.310
O 1.57176 -4.99901 -7.92270 0.312 -0.037 0.281
C 3.56397 -5.53806 -9.18065 1.058 -0.103 -0.122
F 4.10199 -4.87471 -10.21527 -0.272 0.033 0.085
F 3.72917 -6.84962 -9.42526 -0.302 0.087 0.069
F 4.28081 -5.23834 -8.09815 -0.326 0.016 -0.002
H 0.26663 -2.92508 -10.85978 -0.096 -0.055 -0.075
H -1.29886 -3.24784 -10.08957 0.000 -0.046 -0.010
H 0.15698 -3.02583 -9.11032 -0.081 -0.059 0.045
H -0.36036 -5.33589 -11.02727 0.459 -0.190 -0.213
H -0.42682 -5.47048 -9.29158 0.224 0.015 0.121
C -7.00805 -6.03562 -10.38470 0.191 -0.284 -0.079
C -6.12052 -4.85209 -10.70568 -0.669 0.127 0.172
O -4.73559 -5.24397 -10.75534 0.401 0.033 -0.035
C -4.32477 -5.79104 -11.89334 -0.680 0.380 0.296
O -4.99712 -5.98252 -12.85963 0.251 -0.188 -0.279
C -2.82732 -6.10665 -11.80564 0.855 -0.379 -0.035
F -2.50336 -6.68214 -10.63822 -0.235 0.139 -0.016
F -2.09134 -4.97799 -11.91653 -0.808 -0.049 -0.250
F -2.43401 -6.93248 -12.77105 -0.287 0.156 -0.042
H -6.68240 -6.51758 -9.46206 -0.052 0.105 0.058
H -8.04322 -5.71595 -10.27012 0.024 0.045 0.004
H -6.96304 -6.78569 -11.17433 -0.058 0.078 -0.060
H -6.19569 -4.10554 -9.91739 0.284 -0.041 0.038
H -6.41420 -4.37063 -11.63788 0.176 -0.133 -0.107
C 6.06486 6.68651 -2.16624 -0.270 0.173 0.132
C 6.86651 6.20986 -0.97381 0.188 -0.233 -0.631
O 6.54909 6.97795 0.20181 0.003 0.118 0.363
C 5.45581 6.61109 0.85821 0.450 -0.269 -0.631
O 4.72777 5.71412 0.55652 -0.316 0.005 0.304
C 5.27597 7.48315 2.10526 -0.122 0.697 0.775
F 5.48380 8.78199 1.84893 -0.014 -0.205 -0.190
F 6.13957 7.12944 3.07157 -0.018 -0.193 -0.248
F 4.04385 7.36672 2.60651 0.103 -0.112 -0.208
H 6.21036 7.75640 -2.32075 0.116 -0.035 -0.043
H 6.36863 6.15469 -3.06729 0.038 -0.012 0.031
H 4.99803 6.52450 -2.01210 0.028 -0.110 -0.013
H 7.92910 6.35959 -1.15534 -0.005 0.170 0.232
H 6.71561 5.14703 -0.78729 -0.166 0.067 0.164